No. 1
Computed, not measured: a molecular structure, C20H12F3N3O2Pd, with wB97M-V/def2-TZVPD.

XYZ file:
```
41
Properties=species:S:1:pos:R:3:forces:R:3
Pd 0.38153 0.23587 0.78980 0.242 0.278 0.147
C 2.62506 3.45313 -0.96865 -0.004 0.006 0.019
C 2.02192 2.60631 -0.02374 -0.039 0.026 0.004
N 1.31204 1.56631 -0.39116 0.016 -0.071 -0.018
C 1.13736 1.26098 -1.71450 0.016 -0.010 -0.005
C 1.70183 2.06852 -2.71463 0.006 0.007 0.016
C 2.46008 3.18662 -2.29656 -0.005 -0.003 -0.014
C 1.49316 1.73180 -4.07176 0.001 0.001 -0.009
C 0.75175 0.62528 -4.36468 -0.002 0.006 -0.006
C 0.18931 -0.19495 -3.36563 0.024 -0.004 0.031
C 0.36226 0.08866 -2.02154 -0.038 -0.001 -0.023
N -0.09736 -0.58629 -0.91452 -0.086 -0.032 -0.055
C -0.90895 -1.69324 -0.80934 -0.006 0.035 -0.049
C -1.46821 -2.47736 -1.80232 0.014 -0.006 0.004
C -2.28225 -3.58510 -1.48811 0.003 0.010 -0.018
C -2.56006 -3.94416 -0.20322 -0.006 -0.007 0.023
C -2.01479 -3.17482 0.85117 0.005 0.000 0.000
C -2.23773 -3.46135 2.21697 -0.012 -0.021 -0.009
C -1.68116 -2.67850 3.18474 0.006 0.018 0.024
C -0.89488 -1.57958 2.80246 -0.045 0.012 -0.035
N -0.67595 -1.29100 1.54188 -0.038 -0.118 0.063
C -1.20961 -2.06646 0.54539 0.016 -0.014 0.017
H 3.20422 4.29885 -0.62750 -0.008 0.004 0.003
H 2.10474 2.77023 1.04338 0.041 -0.006 -0.008
H 2.90726 3.82521 -3.04870 0.003 -0.003 0.000
H 1.92031 2.35057 -4.84943 0.002 -0.001 0.001
H 0.58178 0.35418 -5.39889 0.000 -0.005 0.001
H -0.37171 -1.05109 -3.68831 0.008 0.004 -0.024
H -1.30040 -2.26806 -2.84158 -0.015 -0.017 -0.004
H -2.69443 -4.16148 -2.30653 0.004 0.002 -0.002
H -3.18570 -4.79679 0.02447 0.003 0.000 0.004
H -2.85654 -4.31089 2.47937 0.003 -0.001 -0.002
H -1.83660 -2.87753 4.23496 0.000 0.007 0.003
H -0.44983 -0.91909 3.53077 0.019 0.044 0.034
F 1.71257 3.52010 3.67334 -0.011 0.018 0.000
C 0.72945 2.77722 4.21781 0.009 -0.040 0.025
F -0.17444 3.61459 4.72243 0.016 0.001 0.004
F 1.26827 2.08860 5.24153 0.006 0.010 -0.006
C 0.11175 1.80296 3.17966 -0.021 0.008 0.091
O -1.09574 1.68591 3.12930 0.066 -0.035 -0.046
O 1.01972 1.20581 2.50188 -0.190 -0.103 -0.180
```
Forces are in eV/Å.

Summary:
net charge = 0
gap between HOMO and LUMO = 7.015 eV
molecular weight = 489.7 g/mol
HOMO level = -7.42 eV
lowest unoccupied orbital energy = -0.403 eV

***

No. 2
Computed, not measured: a molecular structure, C20H12IrN2O2S2 at a distorted geometry, with wB97M-V/def2-TZVPD.

XYZ file:
```
39
Properties=species:S:1:pos:R:3:forces:R:3
Ir 0.74609 0.28879 -0.09062 0.938 -0.276 -1.869
S -1.03429 -0.95852 -0.71603 -0.428 -0.377 0.012
C -1.45001 -0.04018 -2.14616 -0.197 -0.246 0.096
C -2.02486 -0.63898 -3.26091 -0.016 -0.012 0.040
C -2.43193 0.12483 -4.34896 -0.087 -0.161 -0.159
C -2.99092 -0.52979 -5.50370 0.061 0.140 0.105
N -3.42849 -1.05873 -6.42671 -0.002 -0.014 0.042
C -2.27685 1.51625 -4.31192 -0.090 0.185 -0.194
C -1.69122 2.11251 -3.20165 0.057 0.008 0.074
C -1.25122 1.34377 -2.12949 -0.088 0.449 -0.070
S -0.48964 2.08913 -0.73757 -0.077 0.085 0.404
C -2.70876 2.34325 -5.41058 0.036 -0.153 0.144
N -3.05952 3.01784 -6.27370 0.027 -0.001 0.017
H -2.15411 -1.71340 -3.28211 -0.003 0.014 -0.003
H -1.56905 3.18783 -3.17549 0.017 -0.008 -0.019
C 4.53521 -0.07485 -1.52500 0.015 -0.018 -0.063
C 3.15066 0.02313 -0.95254 -0.012 -0.036 0.048
O 2.31844 -0.92382 -1.13980 0.414 0.188 0.402
O 2.83588 1.04618 -0.27591 -0.185 -0.271 0.179
H 4.57920 -0.84965 -2.28626 -0.003 0.006 0.010
H 5.22215 -0.32860 -0.71617 -0.001 0.004 -0.005
H 4.83798 0.88702 -1.93450 0.000 0.004 0.018
C -0.35198 -2.87296 4.35315 0.008 -0.055 -0.047
C -0.09151 -3.07823 2.98054 0.003 -0.027 0.059
C 0.15806 -2.01627 2.15941 -0.002 0.143 0.035
C 0.15278 -0.67963 2.64689 0.074 0.092 0.032
C 0.39378 0.46765 1.80664 -0.467 0.401 0.567
C 0.42402 1.71451 2.39525 -0.041 -0.083 0.217
C 0.22145 1.88930 3.78084 0.042 0.036 -0.092
C -0.03327 0.82007 4.58657 0.004 -0.044 0.031
C -0.07260 -0.48447 4.03633 -0.013 -0.038 0.045
C -0.33377 -1.60907 4.86287 0.031 0.061 -0.019
H -0.55538 -3.71946 4.99850 0.004 0.005 -0.013
H -0.08763 -4.08329 2.57687 0.006 0.009 0.001
H 0.37331 -2.19779 1.11533 -0.004 -0.008 -0.028
H 0.59863 2.58815 1.77892 -0.001 0.008 0.031
H 0.25446 2.88956 4.19840 0.005 -0.007 -0.009
H -0.20117 0.94763 5.65007 -0.017 -0.009 -0.008
H -0.51392 -1.43970 5.91918 -0.008 0.006 -0.011
```
Forces are in eV/Å.

Summary:
net charge = -1
gap between HOMO and LUMO = 6.853 eV
molecular weight = 568.7 g/mol
HOMO level = -4.27 eV
lowest unoccupied orbital energy = 2.580 eV
relative energy (zero: lowest compared OMol25 entry of this formula, charge and spin) = 14.39 kcal per mole

***

No. 3
Computed, not measured: a molecular structure, C20H13Cl3N3O6ReS2 at a distorted geometry, with wB97M-V/def2-TZVPD.

XYZ file:
```
48
Properties=species:S:1:pos:R:3:forces:R:3
Re -0.12543 0.12083 0.01269 0.566 -1.377 -1.486
O -1.15489 3.55925 1.93719 -0.333 -0.193 -0.370
S -0.92102 2.73687 0.79267 -0.406 2.652 0.955
O 0.48474 2.55812 0.45240 0.076 -0.798 -0.393
O -1.52301 1.36832 0.94652 0.145 -1.824 -0.015
C -1.77680 3.48209 -0.58601 0.161 -0.008 0.809
C -2.47738 4.65001 -0.32397 0.112 -0.106 0.145
C -3.11481 5.31927 -1.35636 -0.006 -0.065 -0.204
C -3.07169 4.80665 -2.64423 0.004 0.005 0.149
C -2.40293 3.61840 -2.89678 0.040 -0.034 0.020
C -1.74904 2.96706 -1.86438 0.362 -0.767 -0.676
S -0.81913 1.50743 -2.36344 -0.845 1.379 -2.381
O -1.08319 1.31781 -3.74987 -0.083 -0.196 0.413
O -1.33806 0.34752 -1.52799 -0.511 -1.001 0.093
O 0.56912 1.66444 -1.98956 0.313 -0.672 0.896
H -2.49897 5.01602 0.69068 -0.018 0.096 0.029
H -3.64043 6.24144 -1.15813 -0.025 0.032 0.044
H -3.55187 5.32792 -3.45760 -0.076 0.033 -0.047
H -2.35911 3.18510 -3.88330 -0.046 0.071 -0.089
C 5.29653 0.21278 -1.83936 -0.199 0.011 0.055
C 4.31422 1.11087 -1.44229 0.295 -0.125 -0.015
C 3.06483 0.66493 -1.06007 -0.299 -0.482 0.053
C 2.77621 -0.70549 -1.10026 1.933 0.283 -0.587
C 3.77761 -1.61365 -1.49780 -0.398 0.202 0.140
C 5.02207 -1.15176 -1.85861 0.046 0.101 -0.001
N 1.52947 -1.18138 -0.73392 -2.400 0.497 0.802
N 1.34039 -2.42493 -0.76149 1.291 -0.011 -0.559
C 0.16874 -2.87004 -0.25900 -1.229 0.627 0.711
C -0.15924 -4.22987 -0.28552 0.270 0.359 -0.033
C -1.37564 -4.63325 0.22855 -0.035 0.142 0.034
C -2.24662 -3.69014 0.76768 0.107 0.104 0.150
C -1.90725 -2.34198 0.81990 -0.249 0.121 -0.024
C -0.70485 -1.88466 0.30337 -0.085 0.976 -0.418
H 6.27135 0.56964 -2.13444 0.071 0.046 -0.021
H 4.52253 2.16853 -1.43219 0.021 0.129 0.008
H 2.30989 1.37537 -0.77072 0.048 0.073 0.072
H 3.53929 -2.66516 -1.51157 0.117 -0.047 -0.044
H 5.78508 -1.85451 -2.15631 0.053 -0.044 -0.042
H 0.54313 -4.93401 -0.70338 0.064 -0.049 -0.080
H -1.65281 -5.67666 0.21772 -0.004 -0.048 -0.044
H -3.20065 -4.00696 1.16086 -0.067 -0.043 0.052
H -2.59129 -1.63176 1.25703 -0.205 0.047 0.031
Cl 3.15549 0.93421 4.55933 -0.327 0.046 -0.377
C 2.33006 1.77928 3.24118 0.579 1.552 1.150
Cl 1.04035 2.88436 3.84953 0.742 -0.609 -0.091
Cl 3.49974 2.68615 2.24584 -0.274 -0.263 0.193
C 1.65037 0.88506 2.36147 -1.207 -1.765 -1.603
N 1.05591 0.27281 1.57696 1.911 0.940 2.597
```
Forces are in eV/Å.

Summary:
net charge = +1
gap between HOMO and LUMO (alpha / beta) = 5.464 / 5.878 eV
multiplicity = 2
molecular weight = 748.0 g/mol
HOMO level (alpha / beta) = -11.72 / -11.75 eV
lowest unoccupied orbital energy (alpha / beta) = -6.259 / -5.870 eV
relative energy (zero: lowest compared OMol25 entry of this formula, charge and spin) = 29.34 kcal per mole
⟨S²⟩ = 0.7646

***

No. 4
Computed, not measured: a molecular structure, C20H13N3O7V at a distorted geometry, with wB97M-V/def2-TZVPD.

XYZ file:
```
44
Properties=species:S:1:pos:R:3:forces:R:3
V 0.00494 0.00763 0.03649 -4.065 -1.247 0.027
O 5.65582 1.81499 0.26317 0.414 0.038 0.058
C 4.38561 1.51514 0.29194 -0.918 -0.141 -0.117
C 3.36913 2.34328 -0.24743 -0.224 -0.075 0.121
C 2.06567 1.89800 -0.17027 0.369 0.501 -0.243
N 1.75816 0.74609 0.41553 1.197 0.434 -0.046
C 2.69600 -0.09756 0.84399 0.587 -0.253 0.139
C 4.02894 0.24403 0.81892 -0.173 0.087 0.057
C 2.01566 -1.44851 1.10816 3.398 -0.109 0.979
O 2.52931 -2.42327 1.54461 -0.618 0.385 -0.243
O 0.76496 -1.30501 0.68944 0.408 -3.723 1.042
C 0.80297 2.42437 -0.86394 2.627 2.351 -0.289
O 0.70673 3.45095 -1.45076 -0.326 -0.660 0.291
O -0.10683 1.47314 -0.72450 -1.594 2.740 -2.235
H 5.87384 2.66895 -0.14623 -0.162 -0.121 0.076
H 3.61796 3.27726 -0.73436 -0.110 0.030 -0.057
H 4.81352 -0.42109 1.14712 -0.034 -0.167 0.043
O -0.76289 -3.51865 -6.55935 0.875 -0.168 -0.906
C -1.82716 -3.49596 -5.79437 -0.972 0.178 1.013
O -2.86245 -4.01010 -6.10836 0.360 0.061 -0.128
C -1.73780 -2.78337 -4.44822 0.202 0.052 -0.020
C -2.91202 -2.74978 -3.69392 0.187 0.082 0.055
C -2.94286 -2.13423 -2.46020 0.308 0.204 0.221
C -1.78326 -1.53004 -1.94520 0.155 -0.793 -1.659
C -0.60672 -1.56901 -2.71134 -0.268 0.193 0.543
C -0.57974 -2.18801 -3.94772 -0.262 -0.077 0.000
N -1.70514 -0.88764 -0.71700 -0.490 0.286 0.892
C -2.68679 -0.77376 0.10399 -0.216 -0.270 -0.400
C -2.45979 -0.07565 1.34933 -0.775 0.225 0.915
C -3.46106 0.10299 2.30472 0.396 -0.166 -0.563
C -3.16374 0.78614 3.47550 0.375 0.089 -0.048
C -1.87486 1.27235 3.65638 -0.078 -0.114 -0.174
C -0.92570 1.05773 2.66175 0.198 0.407 0.689
N -1.21155 0.40272 1.54392 -0.335 -0.047 0.121
H 0.03049 -3.07417 -6.23256 -0.332 -0.047 0.112
H -3.79848 -3.21877 -4.09679 0.011 -0.018 -0.044
H -3.87209 -2.13282 -1.91284 -0.094 0.006 0.062
H 0.30296 -1.10018 -2.31619 -0.120 -0.149 -0.213
H 0.35031 -2.19778 -4.49786 0.045 0.009 -0.010
H -3.68300 -1.17503 -0.08719 0.213 0.045 -0.043
H -4.45117 -0.29065 2.12402 -0.023 -0.022 -0.031
H -3.92252 0.93450 4.22878 -0.043 0.023 0.066
H -1.60568 1.80961 4.55388 0.073 0.014 -0.016
H 0.09121 1.42646 2.77595 -0.166 -0.073 -0.036
```
Forces are in eV/Å.

Summary:
net charge = +2
gap between HOMO and LUMO (alpha / beta) = 6.491 / 6.701 eV
multiplicity = 2
molecular weight = 458.3 g/mol
HOMO level (alpha / beta) = -15.14 / -15.14 eV
lowest unoccupied orbital energy (alpha / beta) = -8.645 / -8.436 eV
relative energy (zero: lowest compared OMol25 entry of this formula, charge and spin) = 22.61 kcal per mole
⟨S²⟩ = 0.7574

***

No. 5
Computed, not measured: a molecular structure, C20H13N5O8Ti, with wB97M-V/def2-TZVPD.

XYZ file:
```
47
Properties=species:S:1:pos:R:3:forces:R:3
Ti 0.86518 -0.24437 0.04196 0.374 -0.559 0.301
O 5.14612 -2.16151 -3.75961 -0.008 -0.053 -0.140
C 4.26147 -1.74133 -2.88239 -0.091 0.070 0.246
C 4.61165 -1.27045 -1.59643 0.060 -0.030 -0.058
C 3.59803 -0.84193 -0.78586 -0.209 0.019 -0.100
N 2.33674 -0.80664 -1.22484 -0.039 -0.191 -0.146
C 1.96575 -1.43593 -2.34623 -0.013 0.047 0.124
C 2.89892 -1.89561 -3.22975 0.018 -0.016 -0.093
C 0.47251 -1.71510 -2.27308 -0.095 -0.077 -0.362
O -0.23658 -1.95250 -3.20296 0.063 0.014 0.077
O 0.05683 -1.64890 -0.99243 -0.091 0.427 0.458
C 3.60547 -0.60761 0.71287 0.496 0.054 -0.062
O 4.56103 -0.47894 1.39872 -0.091 -0.055 -0.045
O 2.31726 -0.62659 1.13938 -0.610 0.572 -0.143
H 6.06059 -2.07708 -3.45674 0.025 0.016 0.037
H 5.62871 -1.31317 -1.22749 0.002 0.002 -0.003
H 2.62424 -2.41985 -4.13458 -0.004 0.000 0.001
O -2.58321 0.57967 3.50438 -0.075 -0.032 -0.048
C -1.44836 1.04820 4.04789 0.165 0.058 -0.001
C -1.35484 1.35275 5.40025 -0.058 -0.018 0.042
C -0.19438 1.89571 5.91419 -0.014 -0.016 -0.050
C 0.91204 2.16300 5.09902 0.042 0.024 0.014
C 0.83982 1.87219 3.76564 -0.046 -0.028 -0.028
C -0.32938 1.29267 3.21335 -0.170 0.031 0.029
C -0.32703 0.99833 1.82544 0.031 0.120 -0.025
O 0.52934 1.47766 1.01297 0.124 -0.040 0.192
N -1.09262 -0.04877 1.30738 0.373 -0.194 -0.434
N -1.76998 0.18716 0.13226 -0.542 -0.225 -0.093
C -2.94429 -0.34755 -0.07369 0.082 0.057 -0.056
C -3.28302 -0.16582 -1.43990 0.086 0.060 -0.068
C -4.35354 -0.52322 -2.24688 -0.025 -0.016 -0.023
C -4.27419 -0.21305 -3.58870 0.034 0.013 0.016
C -3.15173 0.44973 -4.10709 -0.047 -0.035 0.054
C -2.12175 0.82693 -3.28506 0.076 0.065 -0.126
N -2.23749 0.51226 -1.98217 -0.165 -0.077 0.114
H -3.26789 0.51034 4.18227 0.012 0.004 0.033
H -2.20451 1.17237 6.04789 -0.003 -0.001 -0.002
H -0.14746 2.12255 6.97109 0.006 0.002 0.006
H 1.81049 2.58742 5.52213 0.001 -0.001 0.001
H 1.67980 2.05040 3.10871 0.012 0.013 0.019
H -3.48116 -0.82445 0.72938 0.008 0.000 0.013
H -5.20195 -1.04075 -1.82310 -0.004 0.001 0.002
H -5.08073 -0.48979 -4.25338 -0.008 -0.005 0.004
H -3.08350 0.66872 -5.16260 0.021 0.014 -0.003
H -1.22152 1.34095 -3.58668 -0.001 -0.002 0.015
O -0.05566 0.88835 -1.40188 0.380 -0.143 0.282
N -1.33524 0.89355 -1.01362 -0.081 0.130 0.030
```
Forces are in eV/Å.

Summary:
net charge = +2
gap between HOMO and LUMO = 6.738 eV
molecular weight = 499.2 g/mol
HOMO level = -14.44 eV
lowest unoccupied orbital energy = -7.702 eV
relative energy (zero: lowest compared OMol25 entry of this formula, charge and spin) = 79.97 kcal per mole

***

No. 6
Computed, not measured: a single C20H13NO molecule at a distorted geometry, with wB97M-V/def2-TZVPD.

XYZ file:
```
35
Properties=species:S:1:pos:R:3:forces:R:3
N -0.19839 -4.08428 -0.73510 -1.187 5.956 0.261
C -0.45075 -2.88748 -0.67765 2.124 -6.228 0.319
O -0.78839 -1.68539 -0.64300 -1.086 0.866 -0.202
C -0.28985 -0.23489 -0.03201 -0.351 -1.199 -0.871
C -1.64630 0.38671 0.05217 0.235 0.068 -0.246
C -2.46312 0.35348 -1.10152 -0.603 0.481 0.634
C -3.72570 0.95395 -1.05592 1.039 -0.307 0.491
C -4.16580 1.54887 0.13652 -0.685 0.197 -0.786
C -3.35915 1.56661 1.24925 0.815 -0.263 0.179
C -2.08165 0.99017 1.22529 -0.646 0.265 -0.928
C 0.58098 -0.48544 1.15777 0.508 -0.056 -0.295
C 0.22954 -0.80295 2.46275 0.480 -0.266 -0.215
C 1.26446 -1.13241 3.35088 0.243 0.092 -0.720
C 2.60535 -1.13529 2.92372 -0.449 0.068 0.707
C 2.94136 -0.77390 1.62523 0.125 0.300 -0.606
C 1.93413 -0.44873 0.73180 -0.904 -0.281 0.646
C 1.97586 -0.04251 -0.68225 -1.099 0.150 -0.438
C 3.04112 0.21126 -1.51263 0.717 -0.189 0.511
C 2.81398 0.71728 -2.77824 -1.206 0.602 -0.880
C 1.49334 1.02360 -3.19841 0.871 -0.504 0.639
C 0.40370 0.75424 -2.36700 -0.248 -0.046 -0.363
C 0.64940 0.16031 -1.14796 1.007 0.518 1.181
H -2.12593 -0.13950 -2.01242 -0.151 0.075 0.409
H -4.31498 0.95034 -1.95597 -0.328 0.055 -0.027
H -5.15398 2.03295 0.15010 0.527 -0.291 0.102
H -3.65923 2.03770 2.16289 -0.358 0.230 0.258
H -1.43228 1.07480 2.07654 0.063 -0.017 0.158
H -0.81478 -0.83453 2.76641 0.292 -0.097 0.014
H 1.00950 -1.40856 4.35901 0.084 -0.037 0.218
H 3.38497 -1.39458 3.65019 -0.312 0.095 -0.394
H 3.96753 -0.70282 1.26753 -0.077 -0.220 0.359
H 4.04708 0.02975 -1.12769 -0.166 0.111 -0.333
H 3.62972 0.94032 -3.46154 -0.055 -0.112 0.217
H 1.31446 1.45280 -4.16972 0.092 0.102 -0.146
H -0.61621 1.00812 -2.68901 0.686 -0.117 0.146
```
Forces are in eV/Å.

Summary:
SMILES = N#COC1(c2ccccc2)c2ccccc2-c2ccccc21
net charge = 0
gap between HOMO and LUMO = 8.113 eV
molecular weight = 283.3 g/mol
HOMO level = -8.74 eV
lowest unoccupied orbital energy = -0.630 eV
relative energy (zero: lowest compared OMol25 entry of this formula, charge and spin) = 6.83 kcal per mole

***

What is the formula in the sixth record?
C20H13NO